i | {
  "formula": "C30H32ClMnN3SSi2",
  "method": "wB97M-V/def2-TZVPD",
  "orbital_gap_ev": [6.1, 8.0],
  "charge": 1,
  "homo_ev": [-8.727, -10.632],
  "multiplicity": 5,
  "elements": ["C", "C", "C", "H", "C", "C", "H", "H", "H", "H", "Mn", "Si", "C", "C", "H", "C", "H", "C", "H", "C", "H", "C", "H", "C", "C", "H", "C", "H", "C", "H", "C", "H", "C", "H", "H", "Si", "C", "C", "H", "C", "H", "C", "H", "C", "H", "C", "H", "C", "C", "H", "C", "H", "C", "H", "C", "H", "C", "H", "H", "Cl", "N", "N", "C", "N", "S", "H", "H", "H", "H", "H"],
  "positions_angstrom": [[-2.244, -1.094, 4.957], [-2.721, -0.440, 3.753], [-2.090, -1.075, 2.624], [-3.434, 0.388, 3.715], [-1.195, -2.091, 3.123], [-1.306, -2.109, 4.562], [-0.846, -2.847, 5.214], [-2.582, -0.907, 5.967], [-2.314, -0.892, 1.576], [-0.577, -2.759, 2.512], [-0.641, -0.186, 3.943], [-1.063, -0.664, -2.278], [-0.406, 0.955, -3.062], [0.883, 1.136, -3.593], [1.652, 0.369, -3.468], [1.222, 2.307, -4.288], [2.233, 2.443, -4.673], [0.270, 3.305, -4.504], [0.524, 4.214, -5.056], [-1.016, 3.129, -3.988], [-1.766, 3.910, -4.126], [-1.346, 1.970, -3.283], [-2.362, 1.851, -2.897], [-0.264, -1.898, -3.518], [-0.932, -2.099, -4.741], [-1.896, -1.615, -4.906], [-0.369, -2.867, -5.770], [-0.911, -3.008, -6.708], [0.897, -3.444, -5.615], [1.341, -4.039, -6.416], [1.581, -3.236, -4.416], [2.575, -3.666, -4.279], [1.005, -2.467, -3.392], [1.585, -2.301, -2.486], [-2.527, -0.665, -2.478], [2.041, 0.792, -0.172], [0.985, -0.839, -0.313], [-0.522, -0.920, -0.433], [-1.062, -0.126, 0.095], [-1.163, -2.218, -0.271], [-2.248, -2.243, -0.136], [-0.408, -3.368, -0.163], [-0.861, -4.367, -0.237], [0.965, -3.263, 0.039], [1.545, -4.165, 0.232], [1.632, -2.034, -0.039], [2.720, -2.052, 0.053], [0.742, 2.196, -0.163], [-0.413, 2.144, 0.634], [-0.551, 1.346, 1.375], [-1.416, 3.106, 0.507], [-2.340, 2.989, 1.071], [-1.235, 4.211, -0.325], [-2.021, 4.960, -0.449], [-0.017, 4.347, -0.994], [0.168, 5.225, -1.606], [0.965, 3.359, -0.909], [1.906, 3.478, -1.446], [3.360, 1.042, -0.624], [2.376, 0.619, 1.935], [1.108, -0.850, 5.015], [1.721, 0.147, 5.839], [1.029, 1.246, 6.148], [1.571, 2.083, 7.060], [-0.450, 1.591, 5.357], [1.740, -1.097, 4.242], [0.998, -1.719, 5.570], [2.545, -0.141, 6.391], [1.107, 2.946, 7.292], [2.522, 1.968, 7.420]]
}

***

ii | {
  "formula": "C30H32ClMnN3SSi2",
  "method": "wB97M-V/def2-TZVPD",
  "orbital_gap_ev": [7.0, 7.0],
  "charge": 1,
  "homo_ev": [-10.489, -10.509],
  "multiplicity": 5,
  "elements": ["C", "C", "C", "H", "C", "C", "H", "H", "H", "H", "Mn", "Si", "C", "C", "H", "C", "H", "C", "H", "C", "H", "C", "H", "C", "C", "H", "C", "H", "C", "H", "C", "H", "C", "H", "H", "Si", "C", "C", "H", "C", "H", "C", "H", "C", "H", "C", "H", "C", "C", "H", "C", "H", "C", "H", "C", "H", "C", "H", "H", "Cl", "N", "N", "C", "N", "S", "H", "H", "H", "H", "H"],
  "positions_angstrom": [[-1.378, -0.407, 6.009], [-2.263, 0.158, 5.031], [-2.345, -0.752, 3.919], [-2.820, 1.088, 5.153], [-1.496, -1.893, 4.215], [-0.918, -1.667, 5.517], [-0.365, -2.407, 6.095], [-1.157, 0.005, 6.989], [-3.020, -0.671, 3.060], [-1.420, -2.808, 3.635], [-0.303, -0.145, 4.127], [2.601, 0.287, -3.626], [1.886, 1.796, -4.473], [2.406, 2.506, -5.577], [3.339, 2.191, -6.055], [1.719, 3.626, -6.074], [2.120, 4.192, -6.922], [0.511, 4.044, -5.496], [-0.017, 4.928, -5.876], [-0.009, 3.319, -4.418], [-0.952, 3.619, -3.962], [0.670, 2.211, -3.912], [0.242, 1.659, -3.074], [1.938, -1.240, -4.469], [0.846, -1.192, -5.359], [0.463, -0.236, -5.728], [0.228, -2.378, -5.782], [-0.671, -2.330, -6.400], [0.747, -3.624, -5.418], [0.242, -4.548, -5.718], [1.936, -3.667, -4.677], [2.373, -4.635, -4.434], [2.552, -2.488, -4.246], [3.514, -2.533, -3.731], [2.433, 0.271, -2.131], [-0.058, 0.113, 1.578], [-0.677, -1.476, 0.813], [-1.822, -1.504, 0.000], [-2.355, -0.577, -0.227], [-2.313, -2.722, -0.487], [-3.202, -2.723, -1.116], [-1.708, -3.932, -0.145], [-2.104, -4.878, -0.516], [-0.608, -3.904, 0.713], [-0.159, -4.838, 1.039], [-0.097, -2.698, 1.187], [0.741, -2.712, 1.886], [-1.146, 1.530, 0.990], [-2.369, 1.893, 1.590], [-2.685, 1.453, 2.538], [-3.200, 2.838, 0.985], [-4.149, 3.099, 1.456], [-2.832, 3.466, -0.207], [-3.494, 4.192, -0.685], [-1.584, 3.163, -0.758], [-1.248, 3.675, -1.656], [-0.749, 2.220, -0.161], [0.230, 2.026, -0.597], [4.078, 0.366, -3.897], [1.889, 0.376, 0.927], [1.649, -0.830, 4.709], [1.866, -0.145, 5.947], [1.407, 1.125, 5.972], [1.834, 1.854, 7.006], [0.414, 1.792, 4.737], [2.440, -0.633, 4.076], [1.709, -1.845, 4.884], [2.819, -0.286, 6.348], [1.508, 2.820, 7.102], [2.342, 1.422, 7.780]]
}

***

Q: Which of them is the most stable? A: ii.

***

i | {
  "formula": "C2H3BrSi",
  "method": "wB97M-V/def2-TZVPD",
  "smiles": "[SiH3]C#CBr",
  "orbital_gap_ev": 10.1,
  "homo_ev": -9.701,
  "elements": ["Si", "C", "C", "Br", "H", "H", "H"],
  "positions_angstrom": [[0.187, -0.041, 0.229], [1.078, -0.446, 1.789], [1.950, -0.522, 2.812], [3.038, -0.763, 4.283], [0.740, 1.130, -0.581], [-1.120, 0.418, 0.304], [0.414, -1.184, -0.563]]
}

***

ii | {
  "formula": "C2H3BrSi",
  "method": "wB97M-V/def2-TZVPD",
  "smiles": "BrC1=C[SiH2]1",
  "orbital_gap_ev": 8.5,
  "homo_ev": -8.617,
  "elements": ["Br", "C", "C", "Si", "H", "H", "H"],
  "positions_angstrom": [[-2.827, -0.341, -0.025], [-1.028, -0.161, -0.296], [0.138, 1.105, -0.126], [0.812, -0.672, -0.025], [0.170, 2.226, 0.022], [1.551, -1.327, -0.944], [1.183, -0.829, 1.393]]
}

***

Q: Which of them is the most stable? A: i.

***

i | {
  "formula": "CH4O2S",
  "method": "wB97M-V/def2-TZVPD",
  "smiles": "O=CO.S",
  "orbital_gap_ev": 10.5,
  "homo_ev": -9.847,
  "elements": ["O", "C", "O", "H", "H", "S", "H", "H"],
  "positions_angstrom": [[-0.044, -1.531, 2.359], [-0.103, -0.332, 2.407], [-1.030, 0.434, 2.851], [0.526, 0.333, 1.831], [-1.701, -0.169, 3.167], [0.090, 0.005, -2.066], [0.138, 0.053, -0.715], [-0.580, 1.161, -1.840]]
}

***

ii | {
  "formula": "CH4O2S",
  "method": "wB97M-V/def2-TZVPD",
  "smiles": "O=CO.S",
  "orbital_gap_ev": 10.7,
  "homo_ev": -10.176,
  "elements": ["O", "C", "O", "H", "H", "S", "H", "H"],
  "positions_angstrom": [[-1.209, -0.104, 1.632], [-1.432, -0.414, 0.506], [-1.451, 0.439, -0.553], [-1.667, -1.427, 0.182], [-0.685, 1.033, -0.548], [2.425, 0.653, -0.131], [1.664, 0.473, -1.220], [2.354, -0.654, 0.132]]
}

***

iii | {
  "formula": "CH4O2S",
  "method": "wB97M-V/def2-TZVPD",
  "smiles": "O=CO.S",
  "orbital_gap_ev": 9.9,
  "homo_ev": -9.452,
  "elements": ["O", "C", "O", "H", "H", "S", "H", "H"],
  "positions_angstrom": [[-0.865, 0.126, 0.695], [0.023, -0.473, 1.223], [-0.226, -1.543, 2.009], [1.082, -0.219, 1.073], [0.604, -1.919, 2.270], [-0.679, 1.031, -2.578], [-0.239, 1.428, -1.396], [0.300, 1.570, -3.296]]
}

***

Q: Which of them is the most stable? A: iii.

***

i | {
  "formula": "CH4O2S",
  "method": "wB97M-V/def2-TZVPD",
  "smiles": "O=CO.S",
  "orbital_gap_ev": 10.5,
  "homo_ev": -9.785,
  "elements": ["O", "C", "O", "H", "H", "S", "H", "H"],
  "positions_angstrom": [[0.062, -0.934, -1.159], [-0.701, -0.017, -1.042], [-0.993, 0.924, -1.910], [-1.237, 0.054, -0.089], [-0.724, 0.722, -2.812], [0.970, 0.154, 2.756], [0.897, -1.182, 2.597], [1.726, 0.281, 1.660]]
}

***

ii | {
  "formula": "CH4O2S",
  "method": "wB97M-V/def2-TZVPD",
  "smiles": "O=CO.S",
  "orbital_gap_ev": 10.6,
  "homo_ev": -10.004,
  "elements": ["O", "C", "O", "H", "H", "S", "H", "H"],
  "positions_angstrom": [[1.430, -0.841, 0.583], [0.520, -1.604, 0.441], [-0.430, -1.533, -0.509], [0.187, -2.261, 1.260], [-0.144, -0.742, -0.991], [-0.599, 1.689, -0.201], [-0.363, 2.477, 0.862], [-1.346, 2.632, -0.769]]
}

***

iii | {
  "formula": "CH4O2S",
  "method": "wB97M-V/def2-TZVPD",
  "orbital_gap_ev": [7.7, 8.6],
  "homo_ev": [-8.869, -9.552],
  "elements": ["C", "O", "O", "S", "H", "H", "H", "H"],
  "positions_angstrom": [[1.054, 0.508, -0.002], [-1.078, -1.374, -0.001], [-2.822, 0.357, 0.294], [-1.446, 0.204, -0.278], [1.430, 1.373, 0.645], [1.626, -0.405, 0.152], [1.310, 0.777, -1.025], [-0.074, -1.440, 0.215]]
}

***

Q: Which of them is the most stable? A: i.

***

i | {
  "formula": "C2H6NO2",
  "method": "wB97M-V/def2-TZVPD",
  "orbital_gap_ev": 7.9,
  "charge": -1,
  "homo_ev": -3.723,
  "elements": ["C", "O", "H", "H", "H", "C", "N", "O", "H", "H", "H"],
  "positions_angstrom": [[-2.478, 0.269, 1.267], [-1.821, -0.257, 0.142], [-2.385, -0.432, 2.095], [-3.569, 0.348, 1.067], [-2.219, 1.298, 1.503], [1.451, -0.073, -0.919], [0.848, -0.013, 0.298], [2.653, 0.001, -1.210], [0.676, 0.265, -1.668], [-0.809, -0.145, 0.261], [1.589, -0.420, 0.888]]
}

***

ii | {
  "formula": "C2H6NO2",
  "method": "wB97M-V/def2-TZVPD",
  "orbital_gap_ev": 5.0,
  "charge": -1,
  "homo_ev": -0.752,
  "elements": ["C", "C", "N", "O", "O", "H", "H", "H", "H", "H", "H"],
  "positions_angstrom": [[0.761, 0.754, -1.164], [-0.858, -0.085, 2.159], [-0.053, -0.276, -0.782], [0.160, -1.322, -1.701], [-1.379, 0.894, 2.645], [0.697, 1.010, -2.230], [0.380, 1.627, -0.672], [1.926, 0.572, -0.716], [-0.779, -1.089, 2.786], [-0.382, -0.075, 1.137], [-0.473, -2.010, -1.461]]
}

***

Q: Which of them is the most stable? A: i.